one | A cluster of 2 separate species, C4H10N2S in total, computed with ωB97M-V/def2-TZVPD.

frontier orbital gap = 9.08 eV
LUMO energy = 0.030 Ha
total charge = 0

```
17
Properties=species:S:1:pos:R:3:nbo_charge:R:1
S 0.7973 -0.1986 -0.2346 1.17
N -0.0968 1.0299 -1.1641 -1.03
N 1.9936 0.5287 0.3841 -1.16
C -0.2986 -2.1982 -3.1125 -0.23
C 0.3179 -2.5276 -2.1189 -0.22
C -0.5303 -0.1707 1.1178 -0.53
C -0.2708 0.9374 2.1188 -0.61
H 0.3953 1.1103 -2.0184 0.37
H -1.0679 -2.0667 -3.7061 0.20
H 0.5817 0.9266 2.7018 0.24
H 2.7788 0.5171 -0.2960 0.37
H 1.0865 -2.6871 -1.4297 0.23
H -1.0049 0.7639 -1.2297 0.35
H -1.4777 -0.1419 0.7125 0.21
H -0.5511 1.9071 1.6237 0.23
H -1.0484 0.6451 2.7928 0.21
H -0.5663 -1.1952 1.6692 0.22
```



two | An isolated molecule of C4H10N2S, computed with ωB97M-V/def2-TZVPD.

SMILES string = [H]/N=C(/NC)SCC
frontier orbital gap = 9.73 eV
LUMO energy = 0.024 Ha
total charge = 0

```
17
Properties=species:S:1:pos:R:3:nbo_charge:R:1
S -0.9121 -0.7944 -0.8698 0.16
N -1.3344 1.1772 0.9604 -0.68
N 0.7950 1.0826 -0.2994 -0.65
C -0.5409 0.7292 0.0062 0.27
C 0.5365 -1.6705 -0.2578 -0.53
C 0.5777 -1.8122 1.1732 -0.66
C 1.2402 2.3704 0.0980 -0.42
H -2.0195 0.2419 0.9628 0.36
H 1.6231 -2.4635 1.3039 0.22
H 1.3634 -1.2724 -0.7246 0.20
H 2.4208 2.2959 -0.1940 0.20
H 0.5384 -2.6937 -0.7797 0.22
H 0.5119 -0.7444 1.7082 0.26
H 0.6364 3.1816 -0.1803 0.20
H 1.1550 0.7697 -1.2610 0.41
H 1.4876 2.6184 1.1721 0.21
H -0.2278 -2.7435 1.1647 0.24
```



three | An isolated molecule of C4H10N2S, computed with ωB97M-V/def2-TZVPD.

SMILES string = CN1NCC[C@H]1S
frontier orbital gap = 9.49 eV
LUMO energy = 0.038 Ha
total charge = 0

```
17
Properties=species:S:1:pos:R:3:nbo_charge:R:1
S 2.7604 0.0637 0.0969 -0.04
N 0.1853 -0.8609 0.7230 -0.32
N -1.0163 -0.2930 1.2164 -0.49
C 0.8965 0.0922 -0.1732 -0.13
C -0.2689 -2.0871 0.0209 -0.40
C -1.1789 0.9606 0.4643 -0.23
C 0.3128 1.4389 0.1975 -0.48
H 2.7903 -1.2283 0.1981 0.12
H 0.6983 1.5313 1.1917 0.22
H 0.6245 -0.0955 -1.3227 0.19
H 0.4250 2.0741 -0.6761 0.23
H 0.5588 -2.7910 0.0615 0.19
H -1.7436 1.8070 1.0189 0.21
H -1.0090 -0.1991 2.2148 0.36
H -1.5915 0.9212 -0.6180 0.18
H -0.4121 -1.8977 -1.0491 0.17
H -1.1143 -2.4488 0.4757 0.22
```



So which one wins? Going from most stable to least: three, two, one.



one | An isolated molecule of C4H6S2, computed with ωB97M-V/def2-TZVPD.

SMILES string = CC(S)=C=CS
frontier orbital gap = 8.39 eV
LUMO energy = -0.006 Ha
total charge = 0

```
12
Properties=species:S:1:pos:R:3:nbo_charge:R:1
S 1.6022 1.9924 0.1413 0.06
S -3.8530 0.2873 0.0975 -0.11
C 0.8232 0.3670 -0.0561 -0.17
C -1.7752 0.2465 -0.3985 -0.27
C -0.5300 0.3828 -0.0485 -0.03
C 1.5467 -0.9311 0.1570 -0.64
H -1.8238 0.1109 -1.4600 0.21
H 2.6099 -0.6619 -0.1093 0.21
H -3.7706 -0.3314 1.3418 0.15
H 1.3912 -1.2126 1.2968 0.24
H 2.6136 1.4337 -0.4442 0.11
H 1.1657 -1.6836 -0.5179 0.23
```



two | An isolated molecule of C4H6S2, computed with ωB97M-V/def2-TZVPD.

SMILES string = C=C1S[C@@]1(C)S
frontier orbital gap = 8.43 eV
LUMO energy = 0.004 Ha
total charge = 0

```
12
Properties=species:S:1:pos:R:3:nbo_charge:R:1
S 2.1499 0.3716 -0.2653 0.02
S -0.7719 1.8396 -0.7882 0.12
C 0.0259 0.5304 0.0604 -0.10
C 0.6981 -0.5005 -0.7116 -0.21
C -0.5499 0.2303 1.4580 -0.66
C 0.5635 -1.5395 -1.4481 -0.41
H -0.1713 -0.8214 1.6092 0.25
H -0.3084 -2.0453 -1.6468 0.20
H -0.9440 2.6190 0.1857 0.10
H -1.6907 0.2942 1.3153 0.23
H 1.4055 -2.0418 -1.9080 0.21
H -0.4066 1.0633 2.1395 0.24
```



three | An isolated molecule of C4H6S2, computed with ωB97M-V/def2-TZVPD.

frontier orbital gap = 8.24 eV
LUMO energy = -0.004 Ha
total charge = 0

```
12
Properties=species:S:1:pos:R:3:nbo_charge:R:1
S -2.7352 0.9730 -0.1069 -0.11
S -2.0628 -1.2581 -0.2302 0.54
C -1.0022 1.0352 0.3773 -0.62
C -0.8417 -1.5226 0.8703 -0.54
C -0.4562 -0.3731 0.1009 -0.06
C 0.6909 -0.4928 -0.8703 -0.64
H -0.9443 1.4715 1.4415 0.24
H 0.2363 -0.0363 -1.7686 0.24
H 1.5020 0.0372 -0.2766 0.23
H 1.1156 -1.5290 -0.9636 0.24
H -1.0112 -1.7309 1.9757 0.23
H -0.3947 1.8707 -0.1910 0.23
```



So which one wins? Going from most stable to least: two, three, one.



one | A cluster of 3 separate species, C5H16O3 in total, computed with ωB97M-V/def2-TZVPD.

SMILES string = CCCCCO.O.O
frontier orbital gap = 11.65 eV
LUMO energy = 0.026 Ha
total charge = 0

```
24
Properties=species:S:1:pos:R:3:nbo_charge:R:1
O -0.1940 -3.3019 -1.4179 -0.95
O -0.8122 -0.8028 -1.4520 -0.78
O 1.6550 -2.5848 0.4424 -0.94
C -1.3819 -0.7668 -0.1255 -0.07
C -1.4111 0.8098 0.2310 -0.44
C -0.3275 1.6993 -0.4460 -0.39
C 1.1748 1.4243 0.2054 -0.40
C 1.2070 2.1072 1.5867 -0.63
H -0.7155 -0.0587 -1.9299 0.48
H -1.0418 -2.7785 -1.4563 0.49
H -2.4452 -1.2209 -0.0752 0.19
H 0.4639 -2.6458 -1.5105 0.46
H -0.3860 1.5142 -1.5566 0.17
H 0.9256 -2.1474 0.1225 0.46
H 0.5595 3.0055 1.7351 0.21
H 0.7685 1.5111 2.3822 0.21
H 2.1833 2.1416 1.8585 0.22
H -0.6992 -1.2287 0.5240 0.17
H 1.7431 -3.4753 -0.0040 0.49
H -2.5033 1.2066 0.1152 0.22
H -1.2013 0.7798 1.3649 0.21
H 1.0916 0.3187 0.1995 0.20
H -0.6459 2.8195 -0.3013 0.21
H 1.9922 1.6740 -0.4922 0.21
```



two | A cluster of 3 separate species, C5H16O3 in total, computed with ωB97M-V/def2-TZVPD.

SMILES string = CC(C)CCO.O.O
frontier orbital gap = 11.23 eV
LUMO energy = 0.017 Ha
total charge = 0

```
24
Properties=species:S:1:pos:R:3:nbo_charge:R:1
O -3.1215 -0.2814 -0.1689 -0.92
O 1.2169 3.4556 0.4589 -0.94
O -0.6083 1.3317 -0.2724 -0.77
C 0.5023 0.8168 -1.0951 -0.07
C 0.2150 -1.3455 0.2229 -0.24
C 0.5074 -1.8499 1.6131 -0.62
C 0.5198 -2.4878 -0.7711 -0.60
C 1.2348 -0.2026 -0.0419 -0.39
H 0.4219 3.1668 -0.1034 0.48
H 2.2086 -0.4650 -0.2824 0.21
H 0.4000 -2.1446 -1.8659 0.20
H 1.4080 0.3323 0.9891 0.20
H 1.2152 2.8432 1.1321 0.46
H -0.7624 -1.0007 0.0304 0.19
H -0.1610 -3.2943 -0.6186 0.21
H 1.0714 1.6679 -1.3296 0.19
H -2.2406 -0.0917 -0.1618 0.46
H 1.6042 -1.9000 1.8698 0.21
H 1.5897 -2.8035 -0.7008 0.20
H -3.5339 0.5963 -0.0060 0.46
H 0.1984 0.3028 -1.9664 0.18
H -0.1956 -1.3722 2.3754 0.23
H -1.4143 1.4646 -0.7959 0.47
H 0.4161 -2.9346 1.7261 0.21
```



So which one wins? Going from most stable to least: two, one.



one | A structure of composition C4H6BrNS, computed with ωB97M-V/def2-TZVPD.

frontier orbital gap (spin up / spin down) = 7.53 / 7.53 eV
LUMO energy (spin up / spin down) = -0.012 / -0.012 Ha
total charge = 0

```
13
Properties=species:S:1:pos:R:3:nbo_charge:R:1
Br -3.0122 -0.6545 -0.0306 0.11
S -1.5237 1.8709 -0.1273 0.40
N 0.0106 -0.4565 -0.1674 -0.47
C 0.1466 2.4902 0.1191 -0.75
C 1.3146 -2.3650 0.0023 -0.42
C 0.0950 -1.7741 -0.1482 -0.06
C -1.3358 0.1973 -0.1479 -0.12
H 0.7210 2.0096 0.8205 0.24
H 0.8067 2.4564 -0.8795 0.23
H 1.3337 -3.4351 0.2277 0.21
H 2.2301 -1.6795 0.0135 0.22
H -0.9312 -2.1782 -0.0117 0.18
H 0.1445 3.5185 0.3294 0.23
```



two | An isolated molecule of C4H6BrNS, computed with ωB97M-V/def2-TZVPD.

SMILES string = CC1=N[C@@H](Br)CS1
frontier orbital gap = 9.55 eV
LUMO energy = 0.020 Ha
total charge = 0

```
13
Properties=species:S:1:pos:R:3:nbo_charge:R:1
Br -2.1317 1.1869 -1.6518 -0.02
S 1.4317 0.5745 -0.3680 0.15
N -0.8078 -0.4632 0.2270 -0.49
C -0.9434 -0.3617 -1.2269 -0.08
C 0.5436 -0.1391 -1.7840 -0.57
C 0.1199 0.0998 0.8151 0.22
C 0.3123 0.2649 2.2406 -0.68
H 1.0053 1.0680 2.4569 0.25
H 1.0557 -0.6012 2.6473 0.25
H -1.4957 -1.3311 -1.6058 0.24
H 0.5460 0.6501 -2.4634 0.25
H 0.9978 -1.1091 -2.0257 0.24
H -0.6337 0.1612 2.7387 0.25
```



So which one wins? Going from most stable to least: two, one.